[1]
The following is a quantum chemistry calculation of C11H24ClIN4OPRu as an isolated structure, from the Open Molecules 2025 dataset.

Its HOMO energy (alpha / beta) is -0.4874 / -0.5301 hartree. Its expectation value of S² is 8.779. As for the net charge: +2. The spin multiplicity is 6.

Last column: Mulliken spin population.
CARTESIAN COORDINATES (ANGSTROEM)
C  3.18075  -1.59510  -3.13186  0.13
I  5.00772  -1.11270  -3.64041  0.83
H  2.34228  -1.70602  -3.85900  -0.01
H  2.89294  -1.67078  -2.11738  0.01
H  3.21985  -0.47682  -3.00916  0.04
Ru  -0.47180  0.55750  -0.47142  3.15
P  -0.53308  0.32281  -2.98351  0.18
C  0.52689  0.71161  -4.48803  0.05
C  -1.93014  -0.49853  -3.83528  0.04
H  -2.16853  2.00511  -2.24240  -0.01
H  -1.51378  2.48677  -3.82677  0.01
H  -0.66368  2.70443  -2.24976  0.00
C  -1.27836  2.04996  -2.85261  0.03
H  -2.67183  -0.77956  -3.05143  0.00
H  -2.37820  0.14294  -4.64279  0.01
H  -0.00749  0.85343  -5.44414  0.01
H  1.28655  -0.07710  -4.59837  -0.01
H  -1.52588  -1.44068  -4.32596  0.00
H  1.18593  1.56026  -4.33956  0.00
C  1.34772  0.46708  -0.31834  -0.03
O  2.45144  0.81481  -0.11216  0.03
Cl  -2.74156  -0.28214  -0.68830  0.24
C  -0.79429  1.06119  1.98059  -0.01
N  -0.15686  -0.21222  1.53903  0.20
C  -0.98767  -1.41638  1.96313  -0.02
N  -1.09199  -1.47886  3.44926  0.03
C  -1.71329  -0.16507  3.83776  0.00
N  -0.92625  1.03024  3.43536  0.03
C  0.44198  0.91659  4.06711  0.00
N  1.12208  -0.34485  3.67698  0.02
C  1.23054  -0.28402  2.21688  -0.01
C  0.29663  -1.53921  4.02041  0.00
H  -1.76724  1.18387  1.47705  -0.02
H  -0.15442  1.89949  1.66651  0.04
H  -0.50848  -2.33244  1.56259  0.01
H  -1.96457  -1.35642  1.43205  0.00
H  -1.81535  -0.12483  4.94263  0.00
H  -2.73551  -0.06603  3.42385  0.00
H  1.06120  1.79343  3.77147  0.00
H  0.32403  0.97380  5.15677  0.00
H  1.73858  -1.18639  1.85131  0.01
H  1.80371  0.63719  2.00060  0.02
H  0.23401  -1.59105  5.10222  0.00
H  0.80543  -2.43534  3.65509  0.00

---

[2]
The following is a quantum chemistry calculation of one molecule with the formula C18H21FN4O3S2, from the Open Molecules 2025 dataset.

For the energy above the lowest of the compared OMol25 structures with the same formula, charge and spin, the calculation gives 0.0 kcal per mole. The SMILES is COCCSc1nnc(NC(=O)[C@H]2CC(=O)N(CCc3ccc(F)cc3)C2)s1. Its HOMO energy is -0.3190 hartree.

Last column: natural (NBO) charge in e.
CARTESIAN COORDINATES (ANGSTROEM)
C  -5.84602  -3.67191  -0.66171  -0.24
O  -6.36431  -2.43991  -0.22602  -0.54
C  -5.76362  -1.33737  -0.86095  -0.08
C  -6.34064  -0.08076  -0.22814  -0.53
S  -5.82191  1.42372  -1.10199  0.31
C  -4.18800  1.54769  -0.56592  -0.14
N  -3.59799  0.73540  0.24015  -0.30
N  -2.33909  1.05266  0.50448  -0.32
C  -1.92431  2.11555  -0.08998  0.24
N  -0.68726  2.67811  0.00065  -0.63
C  0.42789  2.27608  0.71137  0.72
O  1.39711  2.99618  0.71767  -0.59
C  0.33447  0.93942  1.40794  -0.35
C  0.34775  -0.20455  0.37937  -0.49
C  1.68681  -0.90426  0.56655  0.70
O  2.11922  -1.80709  -0.11299  -0.62
N  2.29605  -0.36637  1.64053  -0.44
C  3.62883  -0.72906  2.04257  -0.21
C  4.68342  0.24585  1.48662  -0.43
C  4.61226  0.26102  -0.01372  -0.03
C  5.25193  -0.72392  -0.75592  -0.17
C  5.13140  -0.76686  -2.13165  -0.27
C  4.35517  0.18973  -2.75821  0.39
F  4.22870  0.15716  -4.10458  -0.33
C  3.70968  1.18336  -2.04844  -0.27
C  3.84320  1.21198  -0.67187  -0.21
C  1.56537  0.68944  2.29464  -0.20
S  -3.16221  2.87448  -1.11148  0.33
H  -6.00768  -3.81316  -1.73734  0.16
H  -6.37941  -4.44239  -0.10969  0.20
H  -4.77211  -3.74681  -0.45347  0.17
H  -4.67257  -1.35824  -0.72180  0.19
H  -5.97878  -1.35252  -1.94209  0.16
H  -7.42799  -0.09584  -0.29105  0.24
H  -6.02900  0.00578  0.81075  0.25
H  -0.56346  3.55567  -0.49241  0.42
H  -0.59277  0.92324  1.98174  0.27
H  -0.46250  -0.91165  0.55151  0.25
H  0.27091  0.14213  -0.65079  0.24
H  3.67740  -0.75884  3.13527  0.20
H  3.81498  -1.72861  1.64117  0.23
H  5.66730  -0.08602  1.82097  0.22
H  4.50124  1.24646  1.88160  0.21
H  5.84741  -1.47072  -0.25186  0.21
H  5.61901  -1.53038  -2.71657  0.23
H  3.11294  1.91622  -2.56894  0.22
H  3.34056  1.98514  -0.10992  0.23
H  2.17397  1.59678  2.36835  0.22
H  1.27664  0.37798  3.30559  0.19

---

[3]
The following is a quantum chemistry calculation of one molecule with the formula C4H6O2, from the Open Molecules 2025 dataset.

For the energy above the lowest of the compared OMol25 structures with the same formula, charge and spin, the calculation gives 0.5 kcal per mole. The SMILES is O=C1CCCO1. Its HOMO energy is -0.3784 hartree.

Last column: natural (NBO) charge in e.
CARTESIAN COORDINATES (ANGSTROEM)
O  2.32511  1.17638  -0.44008  -0.56
C  1.23032  0.73054  -0.23435  0.79
C  0.78054  -0.71958  -0.33078  -0.53
C  -0.64055  -0.73058  0.23306  -0.44
C  -1.02255  0.76174  0.27350  -0.07
O  0.18587  1.51116  0.12785  -0.49
H  0.83149  -1.02298  -1.38156  0.24
H  1.48343  -1.34621  0.22297  0.25
H  -1.33708  -1.30056  -0.38657  0.22
H  -0.66241  -1.16292  1.23729  0.22
H  -1.47832  1.05902  1.22106  0.19
H  -1.69584  1.04400  -0.54239  0.18

---

[4]
The following is a quantum chemistry calculation of C15H31N2O5S2Y as an isolated structure, from the Open Molecules 2025 dataset.

For the energy above the lowest of the compared OMol25 structures with the same formula, charge and spin, the calculation gives 69.5 kcal per mole. Its HOMO energy is -0.4826 hartree. As for the net charge: +2.

Last column: natural (NBO) charge in e.
CARTESIAN COORDINATES (ANGSTROEM)
C  1.24581  -2.93922  1.11114  -0.27
O  2.35091  -3.24479  0.20405  -0.45
C  2.30429  -2.71054  -1.00049  -0.01
C  3.19146  -1.35794  -1.17338  -0.47
C  4.10997  -1.07544  -0.01524  -0.41
C  4.74509  0.31634  -0.10260  -0.39
C  3.76776  1.46669  0.18490  -0.39
C  3.36083  1.43392  1.67148  -0.41
C  1.89109  1.71375  2.00123  -0.41
C  0.87253  1.01128  1.10512  -0.37
C  0.34535  2.01262  0.02111  -0.43
C  0.12300  1.37067  -1.34158  -0.32
C  -1.21898  1.44211  -2.08402  -0.44
C  -2.36444  2.02074  -1.29900  -0.68
S  -2.86671  0.64523  -0.29293  2.30
O  -3.50910  1.09423  0.88485  -0.90
O  -1.64846  -0.11492  -0.08527  -0.98
N  -3.82931  -0.15932  -1.29762  -1.09
S  -4.68896  -1.35891  -0.52301  2.29
O  -5.06143  -2.31478  -1.49261  -0.93
O  -3.99427  -1.90194  0.59382  -0.95
C  -6.19880  -0.60661  0.11129  -0.74
C  -6.17784  -0.51133  1.62423  0.14
N  -7.22308  -0.67662  2.27780  -0.51
H  0.59027  -2.15522  0.74173  0.19
H  0.69744  -3.84795  1.30159  0.24
H  1.67301  -2.60943  2.04496  0.23
H  1.20869  -2.45952  -1.29604  -0.01
H  2.67125  -3.43336  -1.74697  0.24
H  2.47398  -0.47547  -1.32411  0.09
H  3.81641  -1.39205  -2.11048  0.26
H  3.64924  -1.27863  0.94007  0.25
H  4.92018  -1.79002  -0.11244  0.27
H  5.54805  0.33480  0.62376  0.25
H  5.18571  0.40905  -1.09316  0.21
H  4.26482  2.39410  -0.06449  0.25
H  2.92199  1.35609  -0.49951  0.15
H  3.92881  2.21424  2.16038  0.24
H  3.70867  0.51655  2.12378  0.20
H  1.74233  1.34650  3.00980  0.23
H  1.70943  2.77658  2.06300  0.22
H  1.30279  0.12760  0.64001  0.14
H  0.00288  0.76036  1.68995  0.26
H  1.10837  2.76749  -0.09211  0.22
H  -0.51763  2.49189  0.45811  0.25
H  0.35176  0.28132  -1.21874  0.06
H  0.89752  1.76732  -2.01277  0.21
H  -1.12236  1.94255  -3.04049  0.24
H  -1.52022  0.42642  -2.33408  0.22
H  -3.16022  2.31920  -1.96594  0.29
H  -2.14312  2.90050  -0.71998  0.26
H  -6.37234  0.36705  -0.33110  0.27
H  -7.04048  -1.22533  -0.16619  0.27
H  -5.27107  -0.26680  2.15517  0.21
H  -8.03647  -0.89029  1.69336  0.34
Y  1.28362  -1.23076  -2.60031  2.09

---

[5]
The following is a quantum chemistry calculation of a 2-piece molecular cluster, C22H21BrO4S overall, from the Open Molecules 2025 dataset.

Its HOMO energy is -0.2029 hartree.

Last column: natural (NBO) charge in e.
CARTESIAN COORDINATES (ANGSTROEM)
C  -5.28083  3.15612  -2.16467  -0.26
O  -5.10437  1.71854  -2.12455  -0.47
C  -3.83853  1.23919  -2.20557  0.38
C  -3.65623  -0.15472  -2.00889  -0.27
C  -2.39011  -0.68053  -2.00055  -0.09
C  -1.23148  0.13681  -2.19672  -0.18
C  0.04261  -0.47286  -2.09932  0.06
C  1.32064  0.13331  -2.05073  -0.20
C  2.47406  -0.69268  -2.24700  -0.08
C  3.74040  -0.17072  -2.27080  -0.27
C  3.92985  1.22738  -2.10781  0.39
O  5.19544  1.70021  -2.22282  -0.47
C  5.38126  3.13683  -2.19150  -0.26
C  2.81287  2.05885  -1.84580  -0.34
C  1.54851  1.51007  -1.77288  -0.04
C  -1.45150  1.50828  -2.51072  -0.14
C  -2.71488  2.06191  -2.46779  -0.26
H  -6.35995  3.27964  -2.07883  0.21
H  -4.76694  3.64208  -1.32206  0.19
H  -4.91927  3.58013  -3.11283  0.18
H  -4.54312  -0.76534  -1.85458  0.24
H  -2.25094  -1.74768  -1.83683  0.23
H  0.04268  -1.56329  -2.10115  0.22
H  2.32832  -1.76301  -2.38109  0.23
H  4.62419  -0.78600  -2.42544  0.24
H  6.46034  3.25285  -2.28813  0.21
H  4.86320  3.62245  -3.03175  0.19
H  5.03133  3.56772  -1.24207  0.19
H  2.95358  3.13229  -1.70199  0.23
H  0.73031  2.16017  -1.47960  0.21
H  -0.62797  2.14999  -2.80578  0.22
H  -2.85039  3.13245  -2.63627  0.22
Br  -1.70008  0.22203  2.63092  0.03
C  -0.43092  -0.82046  1.79332  -0.95
S  0.96531  -1.32668  2.66222  2.14
C  0.32119  -2.42061  3.94963  -0.22
C  -0.00821  -1.89607  5.19521  -0.23
C  -0.54012  -2.73348  6.17834  -0.22
C  -0.74995  -4.08834  5.90252  -0.21
C  -0.43330  -4.60363  4.64224  -0.22
C  0.10400  -3.76591  3.66220  -0.22
O  1.71470  -2.15707  1.73805  -0.98
O  1.61964  -0.26891  3.39042  -0.97
H  -0.31312  -0.73799  0.72153  0.20
H  0.15866  -0.84255  5.40191  0.24
H  -0.78922  -2.31924  7.15610  0.21
H  -1.16505  -4.74392  6.67227  0.21
H  -0.60188  -5.65663  4.41236  0.21
H  0.35524  -4.15097  2.67732  0.23